No. 1
# C5H7NO

A cluster of 2 separate species, C5H7NO in total in a non-equilibrium geometry (wB97M-V/def2-TZVPD, the Open Molecules 2025 dataset).

## Properties
SMILES: C=C(C)C#N.C=O
E: -8834.322 eV
E_LUMO: 0.70 eV
Kohn-Sham gap: 10.83 eV
Relative energy (zero: lowest compared OMol25 entry of this formula, charge and spin): 1.8808 eV

Each line ends with the natural charge from an NBO analysis.
Element x y z (Å)
C: -0.65 -1.16 0.38  -0.30
C: -0.93 0.08 -0.03  -0.14
C: -2.31 0.67 -0.07  -0.62
C: 0.13 0.95 -0.48  0.28
N: 0.95 1.68 -0.86  -0.34
H: -1.46 -1.80 0.73  0.20
H: 0.36 -1.57 0.39  0.24
H: -2.40 1.53 0.61  0.23
H: -3.05 -0.08 0.21  0.22
H: -2.54 1.03 -1.08  0.23
C: 2.98 -0.33 0.04  0.29
O: 2.50 -1.24 0.67  -0.54
H: 2.81 -0.21 -1.04  0.12
H: 3.60 0.45 0.52  0.12


No. 2
# C5H7NO

An isolated molecule of C5H7NO in a non-equilibrium geometry (wB97M-V/def2-TZVPD, the Open Molecules 2025 dataset).

## Properties
E: -8832.469 eV
E_LUMO (spin up / spin down): 0.17 / 0.18 eV
Kohn-Sham gap (spin up / spin down): 7.88 / 7.88 eV
Relative energy (zero: lowest compared OMol25 entry of this formula, charge and spin): 3.7336 eV

Each line ends with the natural charge from an NBO analysis.
Element x y z (Å)
C: 0.10 1.56 0.70  -0.43
C: 0.54 0.67 -0.35  -0.36
C: 1.12 -0.79 -0.02  -0.08
O: 0.18 -1.59 0.69  -0.47
C: -1.08 -1.50 0.25  0.41
N: -1.60 -0.58 -0.48  -0.54
C: -0.87 0.56 -0.81  0.04
H: -0.52 1.25 1.53  0.20
H: 0.73 2.44 0.93  0.21
H: 1.14 1.23 -1.08  0.24
H: 2.05 -0.89 0.58  0.21
H: 1.25 -1.20 -1.02  0.18
H: -1.68 -2.34 0.60  0.18
H: -1.39 1.19 -1.53  0.22


Please write out number 1 again, unchanged.
# C5H7NO

A cluster of 2 separate species, C5H7NO in total in a non-equilibrium geometry (wB97M-V/def2-TZVPD, the Open Molecules 2025 dataset).

## Properties
SMILES: C=C(C)C#N.C=O
E: -8834.322 eV
E_LUMO: 0.70 eV
Kohn-Sham gap: 10.83 eV
Relative energy (zero: lowest compared OMol25 entry of this formula, charge and spin): 1.8808 eV

Each line ends with the natural charge from an NBO analysis.
Element x y z (Å)
C: -0.65 -1.16 0.38  -0.30
C: -0.93 0.08 -0.03  -0.14
C: -2.31 0.67 -0.07  -0.62
C: 0.13 0.95 -0.48  0.28
N: 0.95 1.68 -0.86  -0.34
H: -1.46 -1.80 0.73  0.20
H: 0.36 -1.57 0.39  0.24
H: -2.40 1.53 0.61  0.23
H: -3.05 -0.08 0.21  0.22
H: -2.54 1.03 -1.08  0.23
C: 2.98 -0.33 0.04  0.29
O: 2.50 -1.24 0.67  -0.54
H: 2.81 -0.21 -1.04  0.12
H: 3.60 0.45 0.52  0.12